Density functional theory data (ωB97M-V/def2-TZVPD) for C29H45FN4PS3SiTc as an isolated structure in a non-equilibrium geometry.

Total charge   +1
Frontier orbital gap (alpha / beta)   6.2 / 6.1 eV
Molecular weight   721.97 g/mol
HOMO level (alpha / beta)   -10.360 / -10.378 eV
Multiplicity   4

Positions of all 85 atoms, in Å:
Tc: -0.8635 -0.1307 -0.2630
C: -3.6871 -2.1374 -0.8290
Si: -2.1258 -2.8868 -1.5727
C: -2.4938 -2.8119 -3.4232
C: -1.7935 -4.6051 -0.8893
N: -0.7267 -1.8643 -1.1061
C: 0.5799 -2.3014 -1.3995
C: 0.8981 -3.1638 -2.4560
C: 2.2045 -3.5138 -2.7467
C: 3.2565 -3.0190 -1.9901
C: 2.9798 -2.1767 -0.9247
C: 1.6728 -1.8541 -0.6560
F: 1.4036 -1.0368 0.4126
H: -4.5420 -2.6059 -1.3204
H: -3.7619 -1.0647 -1.0220
H: -3.7935 -2.3181 0.2380
H: -3.3477 -3.4616 -3.6276
H: -1.6882 -3.1163 -4.0889
H: -2.7847 -1.7965 -3.7001
H: -2.6866 -5.2262 -0.9723
H: -1.5086 -4.5606 0.1634
H: -0.9883 -5.1062 -1.4261
H: 0.1003 -3.5480 -3.0731
H: 2.3980 -4.1789 -3.5772
H: 4.2787 -3.2843 -2.2172
H: 3.7663 -1.7618 -0.3090
C: -4.3385 1.9534 3.8385
C: -3.5340 1.7491 2.5568
C: -4.3179 0.8739 1.5712
C: -3.3081 3.1003 1.8668
P: -1.8061 0.9698 2.8335
N: -1.2723 0.5109 1.3880
C: -0.5805 2.2622 3.4855
C: -1.1789 3.1106 4.6093
C: 0.6638 1.5401 4.0107
C: -0.1408 3.1475 2.3090
C: -1.8377 -0.6110 3.8890
C: -2.8911 -1.5413 3.2860
C: -2.1613 -0.3279 5.3547
C: -0.4916 -1.3420 3.7472
H: -5.2559 2.4855 3.5786
H: -3.8026 2.5537 4.5726
H: -4.6306 1.0111 4.3017
H: -5.1029 1.4756 1.1101
H: -4.8022 0.0251 2.0457
H: -3.6660 0.5122 0.7791
H: -4.2691 3.4781 1.5150
H: -2.6557 2.9930 0.9989
H: -2.8956 3.8500 2.5379
H: -1.5817 2.4999 5.4184
H: -1.9606 3.7772 4.2515
H: -0.3902 3.7355 5.0325
H: 0.4604 0.9763 4.9190
H: 1.4161 2.2891 4.2627
H: 1.0895 0.8813 3.2535
H: -0.8758 3.9099 2.0636
H: 0.0617 2.5537 1.4172
H: 0.7828 3.6584 2.5857
H: -3.8968 -1.1342 3.3454
H: -2.8855 -2.4836 3.8362
H: -2.6363 -1.7490 2.2478
H: -3.1580 0.0953 5.4718
H: -1.4401 0.3497 5.8112
H: -2.1310 -1.2668 5.9107
H: -0.1383 -1.3022 2.7165
H: -0.6347 -2.3927 4.0052
H: 0.2776 -0.9506 4.4045
S: -4.6725 4.6374 -1.5154
C: -3.1610 4.0190 -1.6428
S: -2.8105 2.3307 -1.9916
C: -1.1003 2.6430 -1.6608
N: -0.8516 3.8682 -1.4014
N: -1.9618 4.6445 -1.4246
C: -1.7732 6.0513 -1.2376
C: -2.4210 6.9653 -2.0551
C: -2.1879 8.3187 -1.8741
C: -1.3043 8.7530 -0.8968
C: -0.6381 7.8292 -0.1053
C: -0.8728 6.4745 -0.2701
S: 0.1079 1.4023 -1.6880
H: -3.0932 6.6234 -2.8275
H: -2.6935 9.0296 -2.5129
H: -1.1390 9.8124 -0.7548
H: 0.0710 8.1629 0.6401
H: -0.3647 5.7401 0.3405

Need the Löwdin charges? In units of e they are: atom 1 (Tc): 1.26, atom 2 (C): -0.18, atom 3 (Si): 0.45, atom 4 (C): -0.16, atom 5 (C): -0.15, atom 6 (N): -0.27, atom 7 (C): -0.31, atom 8 (C): -0.03, atom 9 (C): -0.06, atom 10 (C): -0.06, atom 11 (C): 0.00, atom 12 (C): -0.24, atom 13 (F): -0.03, atom 14 (H): 0.05, atom 15 (H): 0.01, atom 16 (H): 0.02, atom 17 (H): 0.04, atom 18 (H): 0.02, atom 19 (H): 0.04, atom 20 (H): 0.04, atom 21 (H): 0.04, atom 22 (H): 0.03, atom 23 (H): 0.08, atom 24 (H): 0.11, atom 25 (H): 0.11, atom 26 (H): 0.13, atom 27 (C): -0.06, atom 28 (C): -0.58, atom 29 (C): -0.09, atom 30 (C): -0.09, atom 31 (P): 1.01, atom 32 (N): -0.42, atom 33 (C): -0.59, atom 34 (C): -0.07, atom 35 (C): -0.08, atom 36 (C): -0.09, atom 37 (C): -0.60, atom 38 (C): -0.08, atom 39 (C): -0.06, atom 40 (C): -0.09, atom 41 (H): 0.10, atom 42 (H): 0.07, atom 43 (H): 0.07, atom 44 (H): 0.10, atom 45 (H): 0.07, atom 46 (H): 0.03, atom 47 (H): 0.09, atom 48 (H): 0.06, atom 49 (H): 0.07, atom 50 (H): 0.07, atom 51 (H): 0.07, atom 52 (H): 0.10, atom 53 (H): 0.07, atom 54 (H): 0.10, atom 55 (H): 0.08, atom 56 (H): 0.06, atom 57 (H): 0.05, atom 58 (H): 0.10, atom 59 (H): 0.07, atom 60 (H): 0.10, atom 61 (H): 0.06, atom 62 (H): 0.07, atom 63 (H): 0.07, atom 64 (H): 0.10, atom 65 (H): 0.05, atom 66 (H): 0.09, atom 67 (H): 0.07, atom 68 (S): 0.65, atom 69 (C): -1.11, atom 70 (S): 0.94, atom 71 (C): -1.09, atom 72 (N): 0.04, atom 73 (N): -0.14, atom 74 (C): -0.22, atom 75 (C): -0.04, atom 76 (C): -0.06, atom 77 (C): -0.07, atom 78 (C): -0.07, atom 79 (C): -0.02, atom 80 (S): 0.59, atom 81 (H): 0.10, atom 82 (H): 0.11, atom 83 (H): 0.11, atom 84 (H): 0.11, atom 85 (H): 0.10